P) The following is a DFT calculation (ωB97M-V with the def2-TZVPD basis set) of the molecule C4H5NO2S.

Calculated values
E_HOMO in Eh: -0.3150
LUMO in eV: -0.54
Net charge: 0
Orbital gap in eV: 8.0

Structure (XYZ):
```
13
C4H5NO2S | the OMol25 dataset | ωB97M-V with the def2-TZVPD basis set
O -0.922 -2.084 0.657
H 2.422 -0.695 0.604
S -2.211 0.343 0.617
C 0.387 0.009 0.560
H -0.825 2.467 -1.419
H 0.692 0.275 1.651
C 1.564 -0.597 -0.130
O -3.177 -0.107 -0.373
N -0.044 1.872 -1.069
C -0.900 -0.873 0.617
C -0.225 1.086 -0.158
H 1.209 -1.584 -0.502
H 2.031 -0.111 -1.054
```

Q) The following is a DFT calculation (ωB97M-V with the def2-TZVPD basis set) of the molecule C4H5NO2S.

Calculated values
E_HOMO in Eh: -0.2744
SMILES: Cc1oc(=S)[nH]c1O
LUMO in eV: 0.06
Net charge: 0
Orbital gap in eV: 7.5

Structure (XYZ):
```
13
C4H5NO2S | the OMol25 dataset | ωB97M-V with the def2-TZVPD basis set
H -0.150 1.293 -1.943
C -0.156 -0.193 -0.583
O -0.020 -1.474 -0.173
H 0.782 2.395 0.633
H -1.207 0.110 -2.471
O -0.113 1.959 0.958
C 0.059 0.641 0.716
C -0.263 0.245 -2.002
H 0.602 -0.218 -2.653
N 0.176 -0.338 1.697
S 0.185 -2.940 2.055
H 0.008 0.093 2.615
C 0.096 -1.572 1.151
```

R) The following is a DFT calculation (ωB97M-V with the def2-TZVPD basis set) of the molecule C4H5NO2S.

Calculated values
E_HOMO in Eh: -0.3298
SMILES: Cc1nc(O)c(S)o1
LUMO in eV: 0.44
Net charge: 0
Orbital gap in eV: 9.4

Structure (XYZ):
```
13
C4H5NO2S | the OMol25 dataset | ωB97M-V with the def2-TZVPD basis set
O 0.005 -0.952 -0.159
H 2.569 1.931 -0.357
N -0.528 1.175 0.055
C -2.307 -0.645 -0.072
O 1.636 2.265 -0.072
H 2.763 -1.144 1.307
H -3.062 0.111 0.107
H -2.301 -1.408 0.668
C -0.933 -0.042 -0.054
C 1.258 -0.177 -0.232
S 2.771 -1.030 -0.105
C 0.871 1.135 -0.126
H -2.743 -1.219 -0.961
```

S) The following is a DFT calculation (ωB97M-V with the def2-TZVPD basis set) of a structure of composition C4H5NO2S.

Calculated values
E_HOMO in Eh: -0.3471
LUMO in eV: 0.01
Net charge: 0
Orbital gap in eV: 9.5

Structure (XYZ):
```
13
C4H5NO2S | the OMol25 dataset | ωB97M-V with the def2-TZVPD basis set
H 0.092 2.416 0.568
O -2.100 -0.756 -0.667
S 2.285 0.227 -0.754
C -0.971 0.890 -0.073
C -0.266 -0.305 0.420
H 1.757 -0.196 1.674
O -0.603 2.227 0.064
C -1.013 -1.280 -0.167
H 0.810 0.780 -1.429
H -0.567 -2.363 -0.218
C 1.284 -0.524 0.581
N -2.098 0.617 -0.619
H 1.390 -1.732 0.620
```

Which structure above is the least stable? It is S).